{"formula": "C40H75ClFN5O20P", "method": "wB97M-V/def2-TZVPD", "symbols": ["C", "C", "O", "N", "C", "C", "C", "C", "N", "F", "C", "P", "N", "O", "C", "C", "C", "O", "Cl", "C", "C", "C", "C", "C", "C", "N", "C", "C", "C", "O", "N", "C", "O", "H", "H", "H", "H", "H", "H", "H", "H", "H", "H", "H", "H", "H", "H", "H", "H", "H", "H", "H", "H", "H", "H", "H", "H", "H", "H", "H", "H", "H", "H", "H", "H", "H", "H", "H", "C", "C", "O", "C", "O", "O", "C", "H", "H", "H", "H", "H", "H", "H", "H", "C", "C", "O", "C", "O", "O", "C", "H", "H", "H", "H", "H", "H", "H", "H", "C", "C", "O", "C", "O", "O", "C", "H", "H", "H", "H", "H", "H", "H", "H", "C", "C", "O", "C", "O", "O", "C", "H", "H", "H", "H", "H", "H", "H", "H", "C", "C", "O", "C", "O", "O", "C", "H", "H", "H", "H", "H", "H", "H", "H"], "positions_angstrom": [[1.538, 1.766, 5.450], [1.367, 1.387, 3.998], [2.221, 0.781, 3.409], [0.117, 1.771, 3.359], [-0.699, 0.566, 3.224], [-2.088, 0.813, 2.618], [-2.248, 1.838, 1.459], [-3.293, 1.377, 0.441], [-2.925, 0.316, -0.555], [-3.983, 0.472, -1.474], [-3.015, -1.137, -0.211], [-4.738, -1.618, 0.403], [-4.564, -3.309, 0.513], [-4.806, -1.065, 1.972], [-2.864, -1.796, -1.621], [-2.064, -3.125, -1.465], [-2.729, -4.325, -2.102], [-2.749, -5.398, -1.604], [-3.467, -4.058, -3.695], [-2.126, -0.719, -2.489], [-1.684, 0.399, -1.475], [-1.598, 1.751, -2.191], [-0.223, 2.141, -2.773], [0.531, 1.084, -3.590], [2.065, 1.304, -3.482], [2.810, 0.022, -3.522], [4.064, 0.225, -4.306], [3.219, -0.349, -2.183], [2.625, -1.623, -1.644], [4.011, 0.285, -1.536], [-0.486, -0.189, -0.918], [0.285, 0.543, -0.282], [1.106, 1.205, 0.165], [2.542, 2.171, 5.549], [1.503, 0.849, 6.041], [0.785, 2.466, 5.798], [0.340, 2.185, 2.463], [-0.178, -0.264, 2.722], [-0.874, 0.205, 4.241], [-2.705, 1.176, 3.441], [-2.530, -0.143, 2.342], [-2.699, 2.727, 1.901], [-1.312, 2.185, 1.019], [-3.681, 2.206, -0.146], [-4.142, 0.994, 1.006], [-2.268, -1.464, 0.508], [-3.668, -3.638, 0.867], [-5.307, -3.659, 1.112], [-4.054, -1.403, 2.485], [-3.856, -2.088, -1.965], [-1.051, -3.042, -1.860], [-1.970, -3.377, -0.412], [-1.260, -1.249, -2.873], [-2.648, -0.380, -3.377], [-1.878, 2.556, -1.501], [-2.342, 1.803, -2.983], [0.390, 2.549, -1.968], [-0.418, 2.988, -3.433], [0.367, 0.063, -3.260], [0.301, 1.193, -4.648], [2.394, 1.933, -4.306], [2.324, 1.838, -2.561], [4.695, -0.655, -4.211], [3.780, 0.402, -5.340], [4.614, 1.099, -3.946], [3.325, -2.443, -1.826], [2.459, -1.584, -0.568], [1.695, -1.891, -2.147], [-0.972, 8.637, 2.955], [-1.701, 8.593, 4.280], [-2.399, 7.349, 4.466], [-1.641, 6.316, 4.817], [-0.452, 6.330, 5.008], [-2.428, 5.241, 4.928], [-1.725, 4.039, 5.248], [-1.661, 8.428, 2.134], [-0.530, 9.621, 2.800], [-0.175, 7.895, 2.921], [-2.473, 9.359, 4.311], [-1.026, 8.767, 5.117], [-1.114, 4.168, 6.140], [-1.106, 3.726, 4.410], [-2.478, 3.278, 5.441], [6.568, -8.842, -1.690], [5.197, -8.282, -1.989], [4.933, -7.104, -1.205], [5.524, -5.989, -1.626], [6.213, -5.867, -2.604], [5.216, -5.010, -0.767], [5.848, -3.761, -1.053], [6.678, -9.016, -0.621], [6.724, -9.785, -2.214], [7.352, -8.150, -1.995], [4.425, -8.994, -1.705], [5.071, -8.064, -3.050], [5.662, -3.455, -2.081], [6.920, -3.826, -0.872], [5.418, -3.028, -0.374], [-8.114, 1.229, 2.039], [-6.800, 1.711, 2.616], [-6.518, 3.071, 2.250], [-7.193, 4.000, 2.938], [-7.969, 3.788, 3.830], [-6.842, 5.195, 2.467], [-7.534, 6.295, 3.072], [-8.134, 1.379, 0.959], [-8.252, 0.168, 2.250], [-8.952, 1.776, 2.466], [-5.979, 1.129, 2.203], [-6.773, 1.600, 3.700], [-7.445, 6.261, 4.156], [-8.583, 6.284, 2.782], [-7.061, 7.197, 2.696], [7.489, -6.081, 2.180], [7.394, -7.580, 1.986], [8.581, -8.251, 2.431], [8.692, -8.396, 3.752], [7.886, -8.046, 4.575], [9.848, -9.008, 4.004], [10.137, -9.179, 5.394], [8.388, -5.693, 1.699], [6.615, -5.591, 1.747], [7.541, -5.825, 3.237], [7.308, -7.805, 0.926], [6.518, -7.992, 2.486], [9.315, -9.676, 5.905], [10.336, -8.214, 5.858], [11.027, -9.798, 5.448], [-2.753, 3.107, -8.981], [-1.786, 4.238, -8.705], [-2.320, 5.178, -7.756], [-2.282, 4.807, -6.486], [-1.823, 3.776, -6.053], [-2.842, 5.773, -5.754], [-2.936, 5.492, -4.361], [-3.720, 3.501, -9.295], [-2.363, 2.463, -9.769], [-2.914, 2.501, -8.090], [-1.615, 4.816, -9.610], [-0.822, 3.870, -8.357], [-1.965, 5.218, -3.951], [-3.658, 4.695, -4.185], [-3.284, 6.405, -3.887]], "mulliken_charge": [-0.99, 0.50, -0.52, -0.04, -1.34, 0.64, -1.15, -1.07, 1.24, -0.30, -1.12, -0.18, -0.45, -0.50, -0.07, -0.66, 0.41, -0.44, -0.16, -2.15, 1.99, -1.65, -1.39, 0.14, -1.22, 0.02, -1.06, 0.54, -0.79, -0.54, -0.33, 0.21, -0.34, 0.40, 0.30, 0.14, 0.25, 0.28, 0.63, 0.55, -0.87, 0.79, 0.62, 0.42, 0.25, 0.98, 0.23, 0.33, 0.42, 1.35, 0.54, 0.25, 0.45, 0.60, 0.16, 0.51, 0.56, 0.58, -0.18, 0.54, 0.53, 0.48, 0.31, 0.39, 0.42, 0.23, 0.26, 0.08, -1.09, -0.19, -0.37, 0.71, -0.57, -0.32, -0.71, 0.28, 0.37, 0.31, 0.30, 0.32, 0.42, 0.24, 0.30, -1.00, -0.19, -0.38, 0.84, -0.56, -0.35, -0.79, 0.17, 0.41, 0.32, 0.33, 0.33, 0.37, 0.39, 0.23, -1.37, 0.53, -0.26, 0.67, -0.54, -0.32, -0.66, 0.32, 0.37, 0.40, -0.31, 0.35, 0.31, 0.31, 0.23, -1.13, 0.40, -0.39, 0.77, -0.56, -0.35, -0.64, 0.32, 0.23, 0.38, -0.32, 0.39, 0.30, 0.29, 0.22, -1.06, -0.17, -0.38, 0.77, -0.52, -0.34, -0.58, 0.31, 0.36, 0.26, 0.31, 0.29, 0.24, 0.26, 0.29], "homo_lumo_gap_ev": 8.6, "charge": 1, "spin_multiplicity": 1, "e_tot_ha": -4248.8880}